No. 1
{
  "formula": "C57H62Ge2N5OS4W",
  "method": "the ωB97M-V functional and the def2-TZVPD basis",
  "elements": ["W", "N", "C", "N", "C", "N", "C", "C", "N", "C", "C", "N", "H", "H", "H", "H", "H", "C", "C", "C", "C", "C", "C", "C", "C", "C", "C", "C", "C", "C", "C", "C", "Ge", "S", "S", "Ge", "S", "S", "C", "C", "C", "C", "C", "C", "C", "C", "C", "C", "C", "C", "C", "C", "C", "C", "C", "C", "C", "C", "C", "C", "C", "C", "C", "C", "C", "C", "C", "C", "C", "C", "C", "H", "H", "H", "H", "H", "H", "H", "H", "H", "H", "H", "H", "H", "H", "H", "H", "H", "H", "H", "H", "H", "H", "H", "H", "H", "H", "H", "H", "H", "H", "H", "H", "H", "H", "H", "H", "H", "H", "H", "H", "H", "H", "H", "H", "H", "H", "H", "H", "H", "H", "C", "C", "C", "O", "H", "H", "H", "H", "H", "H", "H"],
  "xyz": [[-0.974628, 1.577707, -0.938701], [-3.708686, 5.186162, -1.389403], [-2.459314, 4.767306, -1.591955], [-2.455652, 3.450652, -1.679714], [-3.778712, 3.128485, -1.514647], [-4.560052, 4.158884, -1.343016], [-4.177957, 1.757891, -1.725932], [-5.505019, 1.366178, -1.890508], [-5.810275, 0.169801, -2.354659], [-4.801191, -0.624443, -2.691663], [-3.485551, -0.274564, -2.441263], [-3.156239, 0.907235, -1.911819], [-4.053388, 6.131307, -1.303493], [-1.603409, 5.411530, -1.682404], [-6.309440, 2.050387, -1.648416], [-5.052269, -1.573448, -3.147800], [-2.679463, -0.962586, -2.655386], [1.321114, -4.419847, 4.152975], [1.367180, -3.986108, 2.719109], [0.420358, -4.432690, 1.800231], [0.490709, -4.094298, 0.461307], [-0.515288, -4.631645, -0.521376], [1.540845, -3.265414, 0.020140], [2.488016, -2.774857, 0.935546], [3.650577, -1.917385, 0.504454], [2.372326, -3.137793, 2.269091], [1.842966, -3.235877, -1.430105], [2.509362, -4.343869, -1.967730], [2.849651, -4.384074, -3.305461], [2.535288, -3.323202, -4.136278], [1.891096, -2.182467, -3.647469], [1.532637, -2.202202, -2.297346], [0.560630, -0.640625, -1.405619], [-0.305207, 0.633637, -3.033672], [1.122545, 0.936185, 0.338998], [-0.873405, 0.500466, 1.598956], [-2.176170, 2.218418, 1.044743], [-1.490884, -0.884131, -0.225649], [-0.664763, 0.372176, 3.602310], [0.447260, 0.852367, 4.267784], [0.356345, 0.859271, 5.661313], [-0.786308, 0.418806, 6.308762], [-1.888583, -0.026279, 5.589178], [-1.845663, -0.061506, 4.198343], [-2.986427, -0.516176, 3.359258], [-4.109107, 0.311424, 3.170017], [-4.192562, 1.669837, 3.805551], [-5.158871, -0.157745, 2.391599], [-5.154052, -1.438628, 1.846527], [-6.334086, -1.951430, 1.074504], [-4.059643, -2.262013, 2.095570], [-2.985375, -1.833009, 2.862857], [-1.874371, -2.777947, 3.217298], [1.646348, 1.364504, 3.552304], [1.624197, 2.643652, 2.978875], [0.451949, 3.571818, 3.173438], [2.755492, 3.098598, 2.305859], [3.906041, 2.327206, 2.200762], [5.137820, 2.845894, 1.516969], [3.913157, 1.073199, 2.806726], [2.811619, 0.586938, 3.496766], [2.878019, -0.731207, 4.218920], [1.725555, -1.063441, -4.602157], [0.732251, -1.140725, -5.627905], [-0.192655, -2.313713, -5.741167], [0.639658, -0.103857, -6.524446], [1.522747, 0.988685, -6.479215], [1.437880, 2.082970, -7.477672], [2.526283, 1.029242, -5.479692], [2.645212, 0.035810, -4.548003], [3.728287, 0.081243, -3.510239], [0.492859, -5.100016, 4.341674], [1.224813, -3.560701, 4.820464], [2.246638, -4.929163, 4.425916], [-0.363296, -5.102146, 2.134938], [-1.382204, -5.039503, -0.004336], [-0.083060, -5.431632, -1.126920], [-0.849125, -3.848511, -1.207033], [3.547936, -1.573727, -0.524388], [4.584258, -2.477928, 0.580670], [3.738349, -1.047550, 1.159135], [3.129433, -2.799886, 2.965409], [2.760196, -5.161690, -1.303868], [3.384443, -5.236657, -3.702469], [2.820016, -3.339625, -5.181982], [1.196715, 1.244183, 6.226620], [-0.824770, 0.426276, 7.390023], [-2.792005, -0.347198, 6.092647], [-3.211218, 2.135384, 3.900098], [-4.617943, 1.589283, 4.808223], [-4.841949, 2.326754, 3.227945], [-6.023294, 0.481583, 2.244897], [-6.823252, -1.163816, 0.504305], [-7.077594, -2.353121, 1.766645], [-6.047892, -2.758509, 0.400177], [-4.068509, -3.280959, 1.722531], [-2.102003, -3.777109, 2.854039], [-1.745088, -2.824846, 4.299814], [-0.920917, -2.459924, 2.787167], [0.326142, 3.803427, 4.232959], [-0.488323, 3.141729, 2.829384], [0.615238, 4.509659, 2.643948], [2.746486, 4.101760, 1.890997], [4.927920, 3.738373, 0.929349], [5.583181, 2.089744, 0.869910], [5.889798, 3.110352, 2.262899], [4.814730, 0.470808, 2.762668], [3.769304, -1.285791, 3.933074], [1.991975, -1.333444, 4.013882], [2.928692, -0.567314, 5.296896], [-0.298420, -2.843888, -4.797647], [0.196637, -3.019365, -6.480144], [-1.174601, -1.995365, -6.088324], [-0.124951, -0.141801, -7.290748], [0.561183, 1.987181, -8.113528], [2.328518, 2.066110, -8.115071], [1.422683, 3.058204, -6.985637], [3.223038, 1.858891, -5.463013], [4.406050, 0.911709, -3.693144], [4.304270, -0.845169, -3.514241], [3.306675, 0.192975, -2.506990], [0.980826, 5.274843, -1.079846], [1.246403, 3.783419, -1.016953], [2.184559, 3.317675, -2.136117], [0.008598, 3.039569, -1.069467], [1.939265, 5.791075, -1.043510], [0.379791, 5.615756, -0.236417], [0.500131, 5.537913, -2.023054], [1.682774, 3.547619, -0.042459], [2.215011, 4.046623, -2.945717], [1.841794, 2.367018, -2.545888], [3.196333, 3.183796, -1.755453]],
  "atomic_forces_ev_per_a": [[-1.42, 1.40, -1.67], [0.37, 0.08, -0.08], [0.29, 0.21, 0.06], [-0.57, -0.86, 0.32], [0.24, 0.33, -0.14], [-0.27, -0.29, 0.03], [-0.05, -0.23, -0.01], [0.18, 0.10, 0.00], [-0.13, -0.09, -0.04], [-0.10, 0.04, 0.06], [0.43, -0.15, 0.09], [-0.39, 0.20, 0.26], [0.00, 0.09, -0.02], [-0.02, 0.09, 0.07], [0.01, 0.02, -0.05], [0.09, -0.03, 0.01], [-0.02, -0.03, -0.04], [0.05, 0.00, 0.06], [0.05, 0.03, -0.13], [0.08, -0.10, 0.01], [0.03, 0.16, -0.13], [0.08, -0.06, 0.09], [0.08, -0.19, 0.35], [-0.21, 0.10, -0.22], [-0.05, -0.09, 0.07], [0.03, -0.19, 0.06], [0.11, -0.29, 0.01], [-0.14, 0.18, 0.15], [0.03, -0.09, -0.02], [-0.08, 0.15, 0.11], [0.12, 0.01, -0.32], [-0.17, 0.82, 0.52], [0.52, -1.65, 0.23], [-0.54, 0.72, 0.68], [-0.96, -1.06, -0.62], [0.14, -1.03, 1.60], [0.27, -0.76, -1.02], [1.28, 0.64, 0.69], [-0.34, -0.14, -1.23], [0.12, 0.11, 0.18], [0.21, 0.08, -0.12], [-0.11, -0.06, 0.02], [-0.01, -0.06, -0.11], [0.03, 0.10, 0.09], [-0.19, -0.08, 0.07], [0.16, -0.03, -0.16], [-0.03, -0.02, -0.05], [0.02, 0.06, 0.05], [0.02, 0.00, -0.04], [-0.02, -0.06, 0.05], [0.01, -0.01, -0.03], [0.01, 0.11, -0.03], [-0.10, 0.13, -0.05], [0.08, 0.11, -0.07], [-0.04, 0.04, 0.07], [0.07, -0.03, 0.04], [0.04, -0.02, 0.01], [-0.02, 0.03, -0.03], [0.02, -0.01, 0.05], [0.00, 0.01, -0.02], [-0.09, -0.06, 0.07], [0.00, 0.26, 0.11], [-0.38, 0.80, -0.48], [0.95, -0.19, 1.31], [0.03, -0.05, -0.08], [0.48, 0.93, -0.17], [0.12, -0.52, 0.69], [0.17, 0.30, -0.28], [-0.76, 0.29, -0.90], [-0.78, -1.12, 0.23], [-0.04, -0.13, -0.03], [-0.01, 0.01, 0.01], [-0.03, 0.01, 0.02], [-0.02, -0.01, 0.01], [0.00, 0.00, -0.02], [-0.02, 0.00, -0.02], [-0.05, 0.03, -0.03], [-0.05, -0.06, -0.05], [0.10, 0.03, -0.01], [0.02, 0.03, -0.06], [0.02, -0.01, -0.04], [-0.09, -0.22, -0.19], [0.00, 0.00, -0.01], [-0.02, -0.03, -0.01], [-0.01, 0.01, 0.06], [-0.02, -0.05, 0.04], [0.00, 0.05, 0.00], [0.04, -0.02, 0.05], [0.00, 0.06, 0.05], [0.04, 0.05, 0.01], [-0.01, 0.02, 0.02], [0.00, -0.02, -0.03], [0.01, 0.04, -0.04], [0.00, -0.01, -0.02], [-0.03, 0.02, 0.00], [0.01, 0.01, 0.01], [0.05, 0.01, -0.01], [0.05, -0.03, 0.01], [0.00, -0.07, 0.05], [-0.02, 0.02, -0.01], [0.00, 0.09, 0.08], [-0.03, 0.02, 0.00], [0.05, 0.02, 0.04], [0.01, 0.01, -0.02], [-0.01, 0.01, -0.02], [0.01, 0.02, -0.04], [0.00, 0.02, 0.03], [0.00, 0.09, 0.06], [0.07, 0.02, 0.10], [-0.01, -0.01, 0.02], [-0.07, -0.08, 0.03], [-0.06, -0.04, 0.06], [-0.03, -0.02, -0.01], [0.02, 0.06, -0.07], [0.00, 0.04, -0.02], [-0.12, 0.04, 0.00], [-0.04, -0.02, -0.07], [0.00, 0.05, -0.07], [0.01, 0.02, 0.03], [0.06, 0.02, 0.06], [0.09, 0.03, 0.13], [-0.31, -0.23, 0.05], [1.12, 0.43, 0.08], [-0.30, -0.09, 0.06], [0.65, 0.75, -0.38], [0.02, 0.00, 0.01], [-0.02, 0.03, -0.01], [0.06, 0.06, -0.03], [-0.16, -0.14, -0.03], [-0.05, -0.07, -0.03], [0.14, -0.02, -0.08], [-0.01, 0.04, 0.05]],
  "lumo_ha": [-0.4029, -0.4061],
  "total_charge": 3,
  "homo_energy_ev": [-14.9, -14.9],
  "largest_force_ev_per_a": 2.599,
  "spin_multiplicity": 1,
  "gap_ev": [3.945, 3.809],
  "total_energy_ev": -227792.709
}

No. 2
{
  "formula": "C30H48P2STc",
  "method": "the ωB97M-V functional and the def2-TZVPD basis",
  "elements": ["Tc", "C", "C", "C", "C", "C", "C", "H", "H", "H", "C", "H", "H", "H", "C", "H", "H", "H", "C", "H", "H", "H", "C", "H", "H", "H", "C", "C", "C", "C", "C", "C", "C", "C", "H", "H", "H", "H", "H", "H", "H", "H", "H", "H", "H", "H", "P", "P", "C", "C", "H", "H", "H", "H", "C", "H", "H", "H", "C", "H", "H", "H", "C", "H", "H", "H", "C", "H", "H", "H", "S", "C", "C", "C", "C", "C", "C", "H", "H", "H", "H", "H"],
  "xyz": [[-0.901381, -0.585446, -0.702371], [-3.597269, -0.230370, -0.274293], [-2.866875, -0.364958, -1.532209], [-2.760220, -2.371757, -0.338213], [-3.529500, -1.454245, 0.422857], [-2.413999, -1.751056, -1.606134], [-4.375282, 0.950721, 0.136683], [-4.158984, 1.812154, -0.504624], [-4.144885, 1.233742, 1.179755], [-5.459460, 0.752390, 0.095901], [-4.214607, -1.769463, 1.698838], [-4.155132, -0.921793, 2.396870], [-3.742156, -2.639219, 2.171779], [-5.283469, -2.004562, 1.558083], [-2.503660, -3.778874, 0.035229], [-3.349552, -4.434722, -0.218843], [-2.340425, -3.860797, 1.117148], [-1.614230, -4.155021, -0.477329], [-1.944013, -2.451211, -2.829631], [-2.762791, -3.029834, -3.275633], [-1.126407, -3.136667, -2.584196], [-1.582757, -1.731566, -3.570217], [-3.089854, 0.513332, -2.716110], [-4.030837, 0.241585, -3.213252], [-2.286343, 0.414788, -3.449084], [-3.157533, 1.565734, -2.420110], [-0.347769, 0.827270, 0.752552], [-1.020648, 1.516982, -0.298345], [-0.309416, 2.364252, -1.332786], [0.419333, 1.564386, -2.428069], [0.305912, 0.044215, -2.302034], [1.070799, -0.708753, -1.354414], [1.871533, -0.045576, -0.251145], [1.158866, 0.738833, 0.855819], [0.380006, 3.064930, -0.837967], [1.472385, 1.900354, -2.501250], [-1.069824, 2.994593, -1.827401], [1.595353, 1.747376, 0.925440], [-0.905004, 0.722023, 1.696444], [-2.012634, 1.911550, -0.040386], [1.384155, 0.251880, 1.817807], [2.438693, -0.855702, 0.241918], [1.464031, -1.676027, -1.672476], [2.589842, 0.657671, -0.724184], [-0.050771, 1.836597, -3.393761], [0.130167, -0.431085, -3.271837], [4.721972, 0.251426, -0.316579], [5.054767, -2.543909, -1.116888], [6.519221, -0.195870, -0.494221], [6.599222, -1.716731, -0.420650], [7.079701, 0.277976, 0.326145], [6.886423, 0.205993, -1.452149], [7.481460, -2.098830, -0.953824], [6.640751, -2.056777, 0.625331], [5.806670, -4.210381, -0.818345], [5.207506, -4.985186, -1.310866], [5.812140, -4.386170, 0.267171], [6.840906, -4.249969, -1.191892], [5.556801, -2.379626, -2.894104], [6.649599, -2.481675, -2.979712], [5.236353, -1.405737, -3.289381], [5.064493, -3.183899, -3.462342], [4.700164, 0.447472, 1.499056], [3.724908, 0.832702, 1.824525], [5.497726, 1.149925, 1.775915], [4.878807, -0.522102, 1.979133], [4.805259, 1.963957, -0.919680], [5.119380, 1.942536, -1.973009], [5.534265, 2.519762, -0.319489], [3.820964, 2.441984, -0.856140], [-3.246692, 1.269580, 3.437212], [-4.423691, 2.337993, 3.967933], [-5.804429, 2.045466, 3.791767], [-6.758221, 3.019379, 4.062616], [-6.372576, 4.288551, 4.529569], [-5.026466, 4.517594, 4.872065], [-4.056034, 3.567354, 4.585627], [-6.077523, 1.065218, 3.396140], [-7.807846, 2.772029, 3.899198], [-7.115800, 5.083261, 4.635460], [-4.724945, 5.444934, 5.361424], [-2.998622, 3.733115, 4.778167]],
  "atomic_forces_ev_per_a": [[-0.89, -0.97, 3.63], [0.86, -0.74, -0.42], [-0.39, -0.52, -0.85], [0.44, 0.45, -2.07], [0.37, 0.96, -0.18], [-1.54, -0.56, 0.77], [-0.06, 0.71, 0.36], [-0.20, -0.18, 0.10], [-0.17, -0.15, -0.42], [0.33, -0.04, -0.07], [0.04, -0.05, 0.64], [-0.07, -0.28, -0.22], [-0.25, 0.20, -0.01], [0.37, 0.06, -0.16], [0.44, -0.32, 0.35], [0.14, 0.25, -0.01], [-0.01, -0.13, -0.25], [-0.17, -0.09, 0.05], [0.21, -0.22, -0.29], [0.17, 0.06, 0.00], [-0.10, -0.05, -0.23], [-0.13, -0.25, 0.06], [-0.37, 0.17, -0.28], [0.13, 0.15, 0.03], [-0.10, 0.03, 0.08], [0.05, -0.16, -0.11], [-0.80, 0.96, 0.15], [0.57, 0.58, 0.51], [-0.22, 0.41, -0.22], [-0.20, 0.24, -0.66], [0.56, 0.90, -0.54], [-0.21, 0.11, -0.79], [0.55, -0.53, -0.07], [-0.25, 0.11, 0.93], [-0.14, -0.15, -0.02], [-0.31, -0.34, -0.01], [0.36, -0.20, 0.30], [-0.27, -0.10, -0.04], [0.27, -0.04, -0.37], [0.33, -0.50, -0.13], [-0.07, 0.21, -0.29], [-0.13, 0.40, -0.34], [-0.26, 0.02, 0.09], [-0.41, -0.39, -0.06], [0.41, -0.14, 0.43], [-0.05, -0.09, 0.37], [2.71, 0.62, 0.67], [3.02, 0.12, -0.57], [-0.28, -0.43, -0.39], [-0.41, 0.22, 0.44], [-0.20, 0.03, -0.31], [-0.13, -0.23, 0.29], [-0.32, -0.02, 0.24], [0.22, 0.17, -0.23], [-0.97, -0.55, 0.36], [0.21, 0.04, 0.21], [0.00, -0.14, -0.35], [-0.43, 0.21, 0.01], [-0.80, 0.08, -0.11], [-0.43, -0.01, 0.07], [0.13, -0.31, -0.07], [0.18, 0.38, 0.01], [-0.87, -0.25, 0.07], [0.34, -0.07, 0.10], [-0.25, -0.15, -0.13], [-0.05, 0.22, -0.06], [-0.78, 0.09, -0.53], [-0.08, 0.12, 0.31], [-0.10, -0.14, -0.08], [0.28, 0.13, -0.01], [0.67, -0.34, 0.13], [-0.54, 0.49, 0.37], [-0.07, 0.46, -0.02], [0.10, -0.28, -0.17], [0.25, -0.35, 0.13], [0.18, -0.02, -0.07], [-0.45, 0.04, -0.17], [-0.01, 0.33, 0.16], [0.26, 0.26, 0.00], [0.27, -0.35, 0.15], [-0.18, -0.17, -0.28], [-0.26, 0.09, 0.05]],
  "lumo_ha": [-0.2504, -0.3105],
  "total_charge": 2,
  "homo_energy_ev": [-12.4, -12.8],
  "largest_force_ev_per_a": 3.868,
  "spin_multiplicity": 4,
  "gap_ev": [5.554, 4.316],
  "total_energy_ev": -63481.037
}